# 1
A structure of composition C56H125HgN6O, computed with ωB97M-V/def2-TZVPD.

Element x y z (Å)
1 H -10.709 9.078 12.009
2 H -6.238 17.294 9.568
3 H -14.784 26.002 13.315
4 H -4.552 17.243 20.835
5 H -5.588 16.094 11.514
6 C -7.623 14.600 7.384
7 H -7.697 20.153 27.523
8 C -6.600 14.601 4.527
9 C -17.893 12.444 20.910
10 H -17.711 11.501 21.426
11 C -8.127 19.583 26.699
12 C -12.865 27.309 19.722
13 H -12.445 26.887 17.699
14 C -2.237 27.295 11.062
15 H -12.072 7.513 10.481
16 H -4.812 16.755 7.707
17 H -6.541 17.830 6.474
18 H -9.736 20.995 15.510
19 C -5.497 27.178 13.287
20 C -14.591 26.150 15.574
21 H -3.347 26.165 14.179
22 H -10.354 7.401 10.162
23 H -5.984 14.201 3.722
24 H -17.142 13.227 18.928
25 C -15.400 14.236 21.101
26 C -9.193 10.025 13.969
27 H -13.071 5.124 11.499
28 C -2.409 25.076 12.436
29 O -12.077 19.494 15.380
30 H -12.103 3.051 12.819
31 H -11.358 5.962 10.176
32 C -4.973 15.999 10.619
33 H -4.938 27.913 13.865
34 C -14.101 25.632 18.497
35 N -17.887 13.749 21.791
36 H -4.485 25.662 10.345
37 H -6.807 16.825 25.629
38 C -16.808 12.635 19.780
39 H -13.683 25.656 15.917
40 H -16.508 25.131 17.319
41 H -7.920 17.841 27.765
42 C -5.483 15.984 8.085
43 H -8.284 9.991 13.367
44 H -1.778 28.279 11.151
45 C -9.861 8.646 14.012
46 H -1.940 24.231 12.940
47 H -0.683 25.858 11.449
48 H -1.210 26.900 12.833
49 H -3.617 17.878 22.102
50 H -13.919 27.488 13.923
51 H -11.413 4.192 13.917
52 H -6.929 12.887 5.582
53 H -10.478 4.123 11.080
54 N -15.137 26.671 17.969
55 H -15.694 27.470 19.855
56 H -4.228 24.853 13.608
57 H -8.293 20.065 23.274
58 H -15.888 28.556 18.446
59 H -10.733 19.632 16.977
60 H -9.235 13.436 6.536
61 H -9.259 8.262 12.015
62 C -16.454 14.103 22.242
63 H -14.908 12.081 20.671
64 H -17.882 14.872 20.146
65 H -5.957 19.502 26.229
66 H -7.084 15.439 4.026
67 H -4.836 15.107 8.067
68 C -7.267 17.026 6.593
69 H -4.690 19.004 21.119
70 C -19.752 17.115 21.072
71 H -14.415 25.129 19.412
72 H -9.186 14.930 5.846
73 H -18.344 12.543 23.561
74 C -12.698 26.261 18.555
75 C -15.209 27.882 18.969
76 H -13.150 26.699 20.579
77 C -6.372 26.482 10.616
78 H -19.500 14.519 20.646
79 C -15.366 12.969 20.236
80 H -11.867 27.719 19.877
81 H -5.062 14.378 6.048
82 H -4.267 28.428 11.099
83 H -11.975 6.843 14.053
84 H -12.959 7.294 12.586
85 H -5.392 24.730 11.514
86 H -6.203 25.921 8.517
87 H -8.961 10.323 14.991
88 C -12.772 5.180 12.546
89 H -19.761 13.445 22.902
90 H -14.738 13.158 19.365
91 H -7.010 24.699 9.406
92 H -5.944 27.474 10.475
93 H -5.195 18.071 24.503
94 H -17.784 16.941 21.558
95 H -18.947 12.324 20.658
96 C -11.183 6.914 10.675
97 C -11.793 4.093 12.900
98 H -3.237 28.337 12.460
99 H -6.673 18.075 21.804
100 C -6.911 19.494 25.701
101 H -18.387 14.190 23.898
102 H -19.450 17.394 20.062
103 C -5.982 16.235 9.519
104 H -5.916 16.581 22.393
105 H -12.008 25.451 18.791
106 H -7.819 26.225 8.919
107 H -6.058 26.528 13.958
108 H -7.635 16.417 24.155
109 N -7.199 18.510 24.496
110 C -10.196 8.298 12.571
111 H -10.782 8.737 14.587
112 C -8.497 14.176 6.227
113 C -9.853 5.726 12.503
114 N -6.534 15.659 6.997
115 H -7.988 17.159 7.400
116 C -5.849 17.669 22.392
117 C -3.612 25.674 13.242
118 C -18.696 13.480 23.131
119 H -8.679 18.329 22.893
120 H -9.811 10.830 13.571
121 H -7.207 26.526 11.315
122 H -7.043 13.792 7.831
123 H -15.620 27.338 14.072
124 C -3.640 27.728 11.652
125 H -15.379 25.402 15.489
126 H -17.376 26.605 18.157
127 H -9.774 17.300 25.294
128 H -20.691 16.561 21.073
129 H -16.500 15.049 22.781
130 C -14.702 26.751 14.103
131 H -14.216 28.081 16.556
132 C -1.527 26.289 11.988
133 H -4.441 15.050 10.694
134 C -16.540 25.911 18.080
135 H -14.371 14.461 21.381
136 C -13.802 28.408 19.260
137 Hg -15.950 18.186 12.208
138 H -15.915 27.731 16.357
139 H -6.900 15.715 9.795
140 H -14.219 24.843 17.755
141 H -5.223 15.986 5.232
142 C -8.645 18.212 27.040
143 H -9.088 16.371 26.454
144 H -15.634 15.082 20.455
145 H -19.872 17.943 21.770
146 H -9.324 19.199 24.262
147 H -14.014 29.045 20.119
148 H -2.761 24.688 11.480
149 C -8.424 19.055 23.665
150 C -12.206 6.629 13.009
151 C -7.643 17.114 24.993
152 H -8.217 14.900 8.247
153 C -18.668 16.333 21.751
154 H -13.425 29.036 18.453
155 C -14.957 27.284 16.620
156 H -9.617 5.685 13.567
157 H -9.191 7.893 14.428
158 H -16.159 13.338 22.960
159 N -4.465 26.569 12.289
160 C -6.913 25.782 9.332
161 C -4.568 18.029 21.590
162 H -9.689 3.534 12.397
163 H -5.573 19.493 23.467
164 N -10.902 6.894 12.205
165 H -9.610 18.458 27.483
166 H -7.821 16.923 5.660
167 H -10.608 18.276 16.355
168 H -16.532 25.370 19.026
169 H -18.728 16.306 22.839
170 C -10.829 19.265 15.955
171 H -16.816 11.656 19.300
172 H -8.935 5.943 11.956
173 H -4.134 16.695 10.613
174 C -5.743 15.165 5.724
175 C -5.196 25.745 11.167
176 C -7.583 13.609 5.092
177 C -9.654 19.925 15.320
178 H -13.597 5.032 13.243
179 C -5.838 18.466 23.716
180 H -6.195 27.890 12.844
181 C -8.850 17.262 25.872
182 H -8.922 20.184 26.258
183 H -8.004 12.947 4.335
184 H -2.160 27.058 10.000
185 H -6.835 20.320 24.993
186 C -18.552 14.920 21.004
187 H -8.638 19.613 15.559
188 H -9.714 19.661 14.264
189 C -10.450 4.278 12.159

Its LUMO energy is -17.66 eV. Its net charge is +7. The value obtained for the largest force on an atom is 4.6 eV Å⁻¹. The total energy comes out at -2762.95498 hartree.

Atom charges from the Löwdin analysis, given in e for atoms 1 to 99:
1. H 0.127
2. H 0.108
3. H 0.075
4. H 0.075
5. H 0.076
6. C -0.112
7. H 0.130
8. C -0.157
9. C -0.052
10. H 0.135
11. C -0.157
12. C -0.170
13. H 0.112
14. C -0.140
15. H 0.104
16. H 0.140
17. H 0.106
18. H 0.102
19. C -0.002
20. C -0.193
21. H 0.134
22. H 0.102
23. H 0.136
24. H 0.108
25. C -0.159
26. C -0.101
27. H 0.119
28. C -0.130
29. O 0.151
30. H 0.131
31. H 0.099
32. C -0.099
33. H 0.103
34. C -0.122
35. N -0.238
36. H 0.128
37. H 0.143
38. C -0.160
39. H 0.089
40. H 0.092
41. H 0.136
42. C -0.114
43. H 0.082
44. H 0.121
45. C -0.227
46. H 0.121
47. H 0.122
48. H 0.119
49. H 0.090
50. H 0.074
51. H 0.116
52. H 0.111
53. H 0.104
54. N -0.236
55. H 0.138
56. H 0.116
57. H 0.105
58. H 0.138
59. H 0.201
60. H 0.124
61. H 0.119
62. C -0.093
63. H 0.120
64. H 0.102
65. H 0.143
66. H 0.111
67. H 0.125
68. C 0.060
69. H 0.079
70. C -0.104
71. H 0.133
72. H 0.116
73. H 0.103
74. C -0.139
75. C -0.077
76. H 0.120
77. C -0.235
78. H 0.130
79. C -0.182
80. H 0.121
81. H 0.131
82. H 0.133
83. H 0.123
84. H 0.119
85. H 0.135
86. H 0.080
87. H 0.080
88. C -0.130
89. H 0.116
90. H 0.110
91. H 0.074
92. H 0.106
93. H 0.139
94. H 0.102
95. H 0.132
96. C 0.017
97. C -0.192
98. H 0.126
99. H 0.093

=====

# 2
A structure of composition C56H126B2F6N7O12S2Zn, computed with ωB97M-V/def2-TZVPD.

Element x y z (Å)
1 N -3.415 5.702 3.391
2 H -1.690 7.163 1.896
3 C -2.210 6.822 5.345
4 H -5.721 -3.671 -5.240
5 C 6.582 -1.318 0.062
6 H -4.091 7.433 5.171
7 H 8.238 0.989 -0.707
8 H 1.917 -1.672 -5.310
9 H -4.837 -5.131 -4.732
10 H -2.775 8.188 2.799
11 H 0.831 -5.233 3.874
12 H -1.863 7.855 5.316
13 H -6.135 -6.257 -1.892
14 H -2.937 -2.981 -4.319
15 H -0.610 -5.127 5.947
16 H 4.346 -4.681 -4.699
17 C 10.327 -0.567 -0.382
18 H -3.670 7.008 -1.745
19 C 1.283 -4.503 -2.306
20 H 4.817 5.648 1.079
21 H 0.289 4.132 -3.651
22 H 3.016 -1.684 -4.050
23 B 1.013 4.623 -0.332
24 C -5.945 -2.590 -2.744
25 C -6.804 -3.253 -1.573
26 H -7.486 -2.504 -1.169
27 H 5.205 0.240 -0.250
28 H -5.169 -1.885 3.254
29 H -2.213 -1.003 5.401
30 H 0.682 -3.161 -0.700
31 C 2.797 -4.771 -1.722
32 C -2.497 3.483 -4.022
33 H -2.251 -4.368 -2.631
34 H 4.887 -5.410 -2.534
35 C 5.679 -0.241 0.606
36 O -1.836 2.356 -3.586
37 F 1.028 0.191 1.705
38 H 6.661 -2.061 2.160
39 H 0.763 -3.178 5.810
40 H -3.733 3.510 -2.142
41 H -3.809 7.300 6.844
42 H -1.555 5.545 -2.505
43 H 6.431 3.105 -1.116
44 H -4.031 -1.581 -4.227
45 C 2.406 -3.686 -4.416
46 H -3.289 3.176 -4.705
47 H -6.662 -2.487 -3.559
48 H -3.399 4.795 6.183
49 H -3.240 -3.876 0.032
50 C -3.579 -3.526 5.109
51 H 1.845 5.253 -0.057
52 H -6.379 -4.367 0.267
53 H -2.659 -0.239 3.872
54 H -4.006 -2.133 2.029
55 H -1.918 4.271 -4.503
56 H 1.511 -6.483 -3.288
57 C -3.530 6.843 5.895
58 H -6.306 4.230 4.306
59 C -5.259 -6.299 -1.245
60 H -3.512 2.968 3.274
61 H -1.673 -5.687 4.713
62 C 3.872 -5.090 -2.770
63 H 2.003 4.031 -3.181
64 H -2.914 8.834 -3.007
65 H -3.102 5.099 -0.325
66 H 11.247 -1.139 -0.268
67 H 8.353 -3.230 -1.890
68 H -1.237 8.780 -3.818
69 H 7.080 3.876 0.261
70 H -4.056 -4.420 4.709
71 H -1.029 4.543 4.527
72 H 0.888 -2.187 4.440
73 O -3.439 5.205 2.087
74 H 8.010 -4.065 1.810
75 H 6.201 -2.981 -1.351
76 H -5.536 -1.653 -2.365
77 C -1.877 7.577 2.887
78 C -4.763 -3.458 -3.278
79 H -3.834 -0.516 4.995
80 S -1.789 1.633 0.502
81 H 3.446 4.763 1.531
82 O -2.963 -5.009 -2.680
83 H -0.033 5.747 3.895
84 C -2.643 6.963 -1.382
85 H 0.370 5.136 -1.030
86 H 10.574 -0.056 -1.313
87 H -4.015 -4.817 1.168
88 C 3.853 -4.101 -3.919
89 H -6.368 -4.724 -4.007
90 H 3.512 -5.988 -3.271
91 H 3.137 -4.072 -0.959
92 C -5.442 -4.292 -4.388
93 C -3.114 -2.481 4.026
94 C -4.736 -4.820 -0.995
95 C 1.971 -4.522 -5.711
96 N -1.815 4.657 -2.100
97 H 3.405 -2.448 -5.743
98 H -2.872 3.243 4.873
99 C -0.992 5.264 3.710
100 H 6.324 4.897 -0.896
101 H 9.322 -1.869 1.716
102 H -0.761 0.749 -4.182
103 O 3.882 3.883 -0.714
104 C -3.065 4.082 -2.785
105 H 8.901 -1.778 -2.597
106 H 2.771 -5.703 -1.158
107 C 9.078 -1.539 -0.453
108 O -0.823 -0.970 -0.375
109 O -1.372 0.833 1.654
110 H 4.490 -3.259 -3.649
111 H 4.889 -2.345 -0.833
112 H -5.352 -3.026 0.012
113 N 7.860 -0.662 -0.324
114 H -2.728 4.563 2.142
115 H -3.686 4.897 -3.156
116 O -2.353 2.880 0.956
117 H 6.220 0.411 1.292
118 N -4.058 -4.280 -2.224
119 N -0.663 1.852 -0.567
120 H 5.825 -3.118 1.041
121 H 0.456 4.383 0.560
122 C 9.258 -2.497 0.827
123 B 1.173 3.513 -3.636
124 H 4.982 4.409 2.344
125 H -4.528 -6.982 -1.680
126 C -3.690 -4.864 0.129
127 C 6.231 3.920 -0.420
128 H -0.766 4.766 2.768
129 H 1.329 3.661 -0.705
130 H -0.071 -5.654 -3.531
131 C -0.712 -3.720 4.200
132 H -3.227 -2.004 -2.873
133 C -3.706 -2.490 -3.722
134 C -2.427 -4.001 5.996
135 C 0.763 -5.823 -2.849
136 C -5.699 5.002 3.833
137 O -1.387 -2.254 2.291
138 F -2.674 0.397 -1.663
139 H 0.218 -4.887 -0.432
140 H 1.029 2.623 -3.042
141 H -1.592 9.473 -2.246
142 C -4.122 5.446 5.693
143 F -3.690 -0.235 0.265
144 H 0.402 -6.445 -2.031
145 C -3.762 3.370 4.256
146 C -4.239 4.906 4.266
147 H 3.121 4.321 -0.327
148 O 0.133 -3.215 -3.912
149 H -1.564 -2.856 1.564
150 H 1.164 -4.059 -6.278
151 H -2.808 -5.493 0.014
152 H -0.647 -3.876 -1.537
153 H 10.315 0.078 0.497
154 C 5.837 -1.963 -1.212
155 C -2.127 6.321 3.783
156 H -5.674 4.744 2.775
157 H -1.503 5.491 -0.113
158 F -4.236 1.603 -0.663
159 H 0.796 -4.021 2.559
160 H -0.386 -1.899 5.492
161 C -5.868 -3.822 -0.527
162 H -5.374 -6.823 -0.296
163 H 4.866 -0.702 1.168
164 H 10.096 -2.836 -1.926
165 H -2.186 -3.055 6.479
166 H -5.063 5.475 6.242
167 O -1.686 7.349 -2.418
168 H 4.867 2.611 0.600
169 H 1.605 -5.536 -5.552
170 N 1.362 -3.525 -3.352
171 H -0.962 8.090 3.182
172 C 0.197 -4.570 3.285
173 C 9.094 -2.442 -1.754
174 H -0.462 -5.242 2.734
175 N -1.852 -3.038 3.420
176 H -4.466 2.615 4.605
177 H -2.110 1.185 -5.235
178 H 2.828 -4.628 -6.377
179 H 5.641 -1.345 -2.088
180 H -1.444 6.265 5.885
181 H 8.020 -4.133 0.176
182 F 2.080 -0.957 0.333
183 C 0.149 -2.728 5.030
184 H -7.465 -4.076 -1.843
185 C 4.520 4.645 1.386
186 H -2.675 -4.677 6.814
187 H -2.609 7.518 -0.445
188 H -6.094 6.003 4.004
189 S 0.005 0.173 -0.773
190 O 7.748 0.346 -1.225
191 C 4.862 3.648 0.264
192 H -0.030 -2.277 -3.792
193 C -1.318 -4.777 5.196
194 H -4.299 -3.122 5.821
195 C 2.722 -2.288 -4.909
196 C 1.473 0.185 0.447
197 C -2.946 -1.004 4.594
198 H -0.601 2.047 -5.337
199 H -4.864 -3.492 2.693
200 H 10.162 -3.106 0.817
201 C -3.229 0.748 -0.498
202 Zn -0.155 3.313 -1.741
203 C 6.698 -2.473 1.152
204 C -1.842 8.654 -2.919
205 F 2.305 1.200 0.129
206 C -1.295 1.586 -4.634
207 C 7.978 -3.380 0.962
208 C 0.354 -4.091 -1.164
209 H 1.416 3.251 -4.654
210 C -2.251 5.457 -0.904
211 O 0.572 0.156 -2.112
212 C -4.365 -2.561 2.964

Its LUMO energy (alpha / beta) is -0.50 / -4.64 eV. The spin multiplicity is 2. The value obtained for the largest force on an atom is 5.7 eV Å⁻¹. The total energy comes out at -6719.26961 hartree. Its expectation value of S² is 0.754.

Atom charges from the Löwdin analysis, given in e for atoms 1 to 99:
1. N -0.134
2. H 0.057
3. C -0.151
4. H 0.107
5. C -0.452
6. H 0.117
7. H 0.103
8. H 0.080
9. H 0.092
10. H 0.087
11. H 0.085
12. H 0.106
13. H 0.080
14. H 0.096
15. H 0.108
16. H 0.114
17. C -0.047
18. H 0.110
19. C -0.475
20. H 0.083
21. H -0.047
22. H 0.093
23. B -0.379
24. C -0.087
25. C -0.139
26. H 0.119
27. H 0.082
28. H 0.075
29. H 0.057
30. H 0.075
31. C -0.080
32. C -0.260
33. H 0.097
34. H 0.116
35. C -0.057
36. O -0.222
37. F 0.139
38. H 0.112
39. H 0.083
40. H 0.117
41. H 0.122
42. H 0.079
43. H 0.062
44. H 0.113
45. C -0.424
46. H 0.127
47. H 0.121
48. H 0.106
49. H 0.079
50. C -0.158
51. H -0.007
52. H 0.131
53. H 0.067
54. H 0.040
55. H 0.138
56. H 0.075
57. C -0.216
58. H 0.079
59. C 0.019
60. H 0.056
61. H 0.110
62. C -0.195
63. H -0.031
64. H 0.080
65. H 0.095
66. H 0.069
67. H 0.055
68. H 0.095
69. H 0.063
70. H 0.103
71. H 0.074
72. H 0.078
73. O -0.025
74. H 0.093
75. H 0.056
76. H 0.119
77. C -0.017
78. C -0.438
79. H 0.072
80. S 0.598
81. H 0.066
82. O 0.108
83. H 0.086
84. C -0.128
85. H -0.025
86. H 0.075
87. H 0.088
88. C -0.134
89. H 0.084
90. H 0.089
91. H 0.097
92. C 0.005
93. C -0.380
94. C -0.397
95. C -0.023
96. N -0.043
97. H 0.093
98. H 0.063
99. C -0.022